{"formula": "BaH42O21", "method": "ωB97M-V with the def2-TZVPD basis set", "elements": ["Ba", "O", "H", "H", "O", "H", "H", "O", "H", "H", "O", "H", "H", "O", "H", "H", "O", "H", "H", "O", "H", "H", "O", "H", "H", "O", "H", "H", "O", "H", "H", "O", "H", "H", "O", "H", "H", "O", "H", "H", "O", "H", "H", "O", "H", "H", "O", "H", "H", "O", "H", "H", "O", "H", "H", "O", "H", "H", "O", "H", "H", "O", "H", "H"], "xyz": [[-0.767, -0.215, -0.365], [-0.760, 0.508, -3.190], [-0.331, -0.144, -3.745], [-1.468, 0.855, -3.733], [-1.286, 2.199, 0.740], [-0.818, 2.758, 1.361], [-1.428, 2.757, -0.025], [0.318, 0.083, 4.391], [0.635, 0.729, 5.022], [0.225, -0.723, 4.899], [-0.866, -2.097, -4.478], [-0.776, -3.049, -4.506], [-1.719, -1.925, -4.877], [1.203, -1.542, -1.714], [1.515, -1.563, -2.619], [1.739, -2.193, -1.260], [4.402, 0.571, -1.860], [4.103, 0.684, -0.957], [4.888, 1.373, -2.054], [1.035, -3.494, 2.737], [1.934, -3.270, 2.980], [0.527, -3.344, 3.534], [-4.564, 2.503, 1.362], [-5.214, 3.139, 1.663], [-4.126, 2.211, 2.162], [0.845, 1.647, -1.338], [1.598, 2.211, -1.162], [0.593, 1.857, -2.238], [0.192, -5.003, -2.121], [-0.588, -4.894, -1.578], [-0.119, -4.874, -3.017], [2.620, -3.485, -0.751], [3.004, -3.646, 0.111], [2.333, -4.348, -1.051], [-1.220, -0.388, 2.233], [-0.579, -0.072, 2.869], [-1.892, -0.818, 2.762], [-3.381, 1.310, -0.806], [-4.102, 1.103, -1.400], [-3.805, 1.689, -0.036], [3.252, 1.925, 0.632], [4.081, 1.808, 1.096], [3.380, 2.715, 0.107], [-0.934, 4.607, -0.381], [-1.340, 5.056, -1.122], [-0.101, 4.283, -0.723], [-2.874, -1.859, -1.421], [-2.926, -2.714, -0.994], [-3.347, -1.973, -2.245], [-0.481, -2.888, 0.246], [0.218, -3.404, -0.156], [-0.309, -2.942, 1.186], [1.801, -0.186, 1.125], [2.252, -0.516, 1.902], [2.307, 0.583, 0.863], [2.765, -1.094, 3.391], [3.221, -0.834, 4.191], [1.874, -0.761, 3.503], [0.995, 3.016, 2.742], [1.932, 3.175, 2.627], [0.900, 2.067, 2.661], [-3.148, 3.673, -2.488], [-3.514, 2.951, -1.977], [-3.904, 4.214, -2.714]], "forces_ev_per_a": [[-0.09, -0.18, -0.53], [-0.08, 0.33, 0.37], [0.19, -0.57, -0.24], [-0.27, 0.30, -0.13], [-0.08, -0.99, 0.46], [0.21, 0.41, 0.24], [-0.22, 0.82, -0.26], [0.27, -0.16, -0.19], [0.02, 0.53, 0.23], [-0.21, -0.31, 0.34], [0.09, 0.24, 0.25], [0.15, -0.18, -0.12], [-0.23, 0.02, -0.28], [-0.90, 0.90, -0.57], [0.12, 0.10, -0.23], [0.65, -0.59, 0.45], [-0.18, -0.09, -0.16], [-0.15, -0.10, 0.20], [0.30, 0.14, -0.21], [-0.44, 0.06, -0.35], [0.41, 0.19, 0.06], [-0.11, -0.23, 0.29], [0.07, -0.19, -0.06], [-0.28, 0.23, -0.09], [0.21, -0.05, 0.22], [0.34, 0.60, 0.17], [0.22, -0.10, 0.16], [-0.26, -0.20, -0.61], [0.32, 0.16, 0.23], [-0.31, -0.12, 0.17], [0.05, -0.12, -0.23], [0.01, -0.12, 0.31], [0.27, 0.09, 0.26], [-0.18, -0.43, -0.42], [-0.42, -0.50, -0.24], [0.36, 0.31, 0.44], [-0.34, -0.07, 0.10], [0.62, -0.43, -0.88], [-0.26, -0.39, -0.11], [-0.39, 0.54, 0.88], [0.16, 0.35, -0.01], [0.44, -0.04, 0.28], [0.08, 0.38, -0.14], [0.08, -0.13, 0.19], [-0.35, 0.14, -0.30], [0.31, 0.09, -0.12], [0.14, 0.21, 0.07], [0.05, -0.32, 0.25], [-0.14, 0.08, -0.25], [-0.68, 0.17, -0.14], [0.44, -0.12, -0.27], [0.34, -0.23, 0.59], [-1.26, -0.28, -0.36], [0.49, -0.30, -0.03], [0.09, 0.36, -0.34], [0.34, -0.51, 0.06], [0.39, 0.06, 0.20], [-0.58, 0.22, 0.52], [-0.42, 0.07, 0.09], [0.25, 0.13, -0.07], [0.11, -0.39, -0.10], [0.25, 0.15, -0.25], [0.14, -0.23, 0.41], [-0.16, 0.28, -0.19]], "nbo_charge": [1.869, -0.994, 0.511, 0.496, -1.021, 0.506, 0.512, -0.975, 0.515, 0.494, -0.956, 0.481, 0.479, -1.021, 0.490, 0.509, -0.933, 0.463, 0.468, -0.961, 0.496, 0.471, -0.964, 0.501, 0.486, -0.984, 0.483, 0.512, -0.944, 0.473, 0.473, -0.955, 0.492, 0.505, -1.004, 0.508, 0.492, -1.000, 0.480, 0.520, -0.969, 0.503, 0.498, -0.945, 0.498, 0.463, -0.972, 0.494, 0.491, -1.005, 0.503, 0.507, -1.022, 0.487, 0.491, -0.970, 0.499, 0.486, -0.941, 0.481, 0.463, -0.964, 0.474, 0.479], "lumo_energy_ev": -5.096, "charge": 2, "homo_ha": -0.5812, "orbital_gap_ev": 10.7, "relative_energy_kcal_mol": 7.8}